(w)
# C3H10NO2

A 2-piece molecular cluster, C3H10NO2 overall (ωB97M-V/def2-TZVPD, the OMol25 dataset).

Computed properties:
* LUMO level: -3.75 eV
* total charge: +1

CARTESIAN COORDINATES (ANGSTROEM)
O  -1.15  -1.81  -0.24
O  2.82  1.00  -1.35
N  0.25  0.39  -0.83
C  -2.10  -1.26  0.69
C  1.00  1.17  0.21
C  2.45  1.30  -0.20
H  -1.64  -1.08  1.65
H  -0.30  -0.42  -0.43
H  0.91  0.13  -1.53
H  0.50  2.19  0.35
H  -3.00  -1.90  0.79
H  3.14  1.65  0.59
H  -0.45  1.00  -1.25
H  0.87  0.56  1.12
H  -0.86  -2.63  0.15
H  -2.43  -0.30  0.30



(x)
# C3H10NO2

A 2-piece molecular cluster, C3H10NO2 overall (ωB97M-V/def2-TZVPD, the OMol25 dataset).

Computed properties:
* LUMO level: -3.27 eV
* total charge: +1

CARTESIAN COORDINATES (ANGSTROEM)
O  -0.43  -2.27  -0.06
O  0.45  -0.02  -2.34
N  -0.52  0.29  0.26
C  0.61  -0.42  0.94
C  -0.75  1.72  0.63
C  0.39  -1.91  0.72
H  -1.72  2.03  0.24
H  1.00  -2.58  1.34
H  0.03  2.39  0.30
H  1.52  -0.14  0.41
H  -0.30  0.25  -0.75
H  0.18  -0.83  -2.79
H  -1.35  -0.30  0.34
H  1.14  0.26  -2.96
H  -0.83  1.70  1.72
H  0.57  -0.17  2.00



In terms of stability, (x) leads; the second structure lies 16.5 kcal/mol higher.



(w)
# C3H10NO2

A 2-piece molecular cluster, C3H10NO2 overall (ωB97M-V/def2-TZVPD, the OMol25 dataset).

Computed properties:
* LUMO level: -3.43 eV
* total charge: +1

CARTESIAN COORDINATES (ANGSTROEM)
O  -3.00  0.61  0.75
O  -1.96  -1.08  -0.22
N  0.63  -1.10  -0.19
C  0.68  0.36  -0.39
C  2.07  0.75  0.12
C  -2.17  0.21  -0.32
H  1.51  -1.45  -0.74
H  -2.60  -1.41  0.43
H  2.00  1.75  0.55
H  0.79  0.73  -1.38
H  2.66  0.81  -0.70
H  -0.28  -1.33  -0.65
H  2.32  0.09  0.86
H  -0.16  0.92  0.19
H  0.61  -1.41  0.75
H  -3.11  1.55  0.93



(x)
# C3H10NO2

A 2-piece molecular cluster, C3H10NO2 overall (ωB97M-V/def2-TZVPD, the OMol25 dataset).

Computed properties:
* LUMO level: -3.00 eV
* total charge: +1

CARTESIAN COORDINATES (ANGSTROEM)
O  -3.20  1.37  1.58
O  -1.18  0.65  0.96
N  1.11  -0.38  -0.18
C  1.12  -1.80  -0.66
C  0.93  0.63  -1.24
C  -1.91  1.24  1.73
H  1.72  0.52  -1.96
H  -3.54  0.78  0.88
H  1.00  1.56  -0.70
H  1.11  -2.48  0.19
H  1.99  -2.00  -1.28
H  1.95  -0.19  0.35
H  -0.08  0.63  -1.62
H  0.18  -1.91  -1.19
H  0.31  -0.24  0.46
H  -1.51  1.62  2.67



In terms of stability, (x) leads; the second structure lies 80.7 kcal/mol higher.



(w)
# C5H15N3

C5H15N3 in the gas phase (ωB97M-V/def2-TZVPD, the OMol25 dataset).

Computed properties:
* LUMO level: 1.19 eV
* total charge: 0

CARTESIAN COORDINATES (ANGSTROEM)
N  1.01  1.71  1.87
N  -1.17  1.22  0.88
N  1.31  -1.97  -0.34
C  -1.25  -0.16  -1.24
C  -0.24  0.96  2.03
C  0.29  -0.08  -1.45
C  -1.64  0.01  0.23
C  1.03  -1.38  -1.66
H  0.89  2.52  1.29
H  -1.59  -1.16  -1.52
H  1.96  -2.74  -0.42
H  0.70  0.46  -0.59
H  -1.47  -0.86  0.88
H  -1.70  0.57  -1.91
H  1.93  -1.19  -2.25
H  0.49  -2.14  -2.21
H  0.01  -0.08  2.01
H  1.77  -1.36  0.33
H  -0.82  1.22  2.93
H  -0.68  1.90  0.32
H  -2.75  -0.03  0.29
H  1.39  1.94  2.77
H  0.53  0.64  -2.25



(x)
# C5H15N3

C5H15N3 as an isolated structure (ωB97M-V/def2-TZVPD, the OMol25 dataset).

Computed properties:
* LUMO level: 0.98 eV
* total charge: 0

CARTESIAN COORDINATES (ANGSTROEM)
N  1.09  -1.20  -0.51
N  0.46  -1.68  1.99
N  -0.59  -2.59  1.67
C  -1.20  0.64  -1.61
C  0.92  -0.46  0.64
C  0.75  2.16  -1.03
C  -0.23  0.34  0.98
C  -0.47  1.41  -0.53
H  -1.48  -2.14  1.42
H  -0.54  -0.06  -2.14
H  -2.05  0.08  -1.21
H  -1.60  1.31  -2.38
H  -1.16  2.12  -0.08
H  1.44  1.50  -1.56
H  1.99  -1.65  -0.58
H  1.28  2.65  -0.21
H  0.28  -1.29  2.92
H  -1.22  -0.09  1.10
H  0.35  -1.87  -0.68
H  0.46  2.95  -1.75
H  -0.01  1.10  1.73
H  1.86  -0.02  0.96
H  -0.34  -3.18  0.88



In terms of stability, (w) leads; the second structure lies 52.6 kcal/mol higher.



(w)
# C5H15N3

C5H15N3 in the gas phase (ωB97M-V/def2-TZVPD, the OMol25 dataset).

Computed properties:
* LUMO level: 1.09 eV
* total charge: 0

CARTESIAN COORDINATES (ANGSTROEM)
N  0.12  -1.49  0.98
N  -1.08  0.06  -2.13
N  1.40  0.81  2.79
C  -1.01  0.02  -0.67
C  0.65  1.40  1.54
C  -1.56  -1.32  -2.57
C  0.40  -0.47  -0.15
C  1.21  0.76  0.34
H  -1.67  -1.32  -3.67
H  -2.57  -1.27  -2.16
H  1.44  1.47  3.51
H  1.40  1.67  -0.49
H  0.56  -2.43  0.78
H  2.26  0.52  0.59
H  2.36  0.52  2.65
H  0.47  -1.09  1.83
H  -1.01  -2.23  -2.30
H  -1.69  0.71  -2.77
H  -1.93  -0.48  -0.13
H  1.02  -0.89  -1.02
H  -1.18  1.11  -0.25
H  -0.38  1.45  1.92
H  0.78  2.50  1.38



(x)
# C5H15N3

A 3-piece molecular cluster, C5H15N3 overall (ωB97M-V/def2-TZVPD, the OMol25 dataset).

Computed properties:
* LUMO level: -2.42 eV
* total charge: 0

CARTESIAN COORDINATES (ANGSTROEM)
N  -1.22  1.07  -1.02
N  1.22  -2.39  1.80
N  0.80  2.52  -1.55
C  1.12  -1.62  0.51
C  -1.29  -0.68  0.74
C  -0.30  -1.57  -0.08
C  -0.63  2.27  -1.58
C  -1.05  0.85  0.41
H  -2.26  -0.94  0.33
H  -1.24  3.22  -1.30
H  0.73  -1.93  2.51
H  -1.26  -0.88  1.81
H  -0.74  -2.66  -0.18
H  -0.80  2.12  -2.65
H  1.36  -0.48  0.78
H  -1.69  1.39  1.09
H  -0.39  -1.14  -1.08
H  1.35  0.37  -1.13
H  2.29  -2.49  2.03
H  1.10  1.20  -1.20
H  1.68  -2.13  -0.21
H  0.07  1.04  0.66
H  1.16  2.87  -0.67



In terms of stability, (w) leads; the second structure lies 115.4 kcal/mol higher.